Entry from the Open Molecules 2025 dataset: a cluster of 5 separate species, C33H55BN7O7P in total (ωB97M-V/def2-TZVPD).

- Structure (SMILES): CCOB(O)c1ccc2nc(COC)c(P(O)O)nc2c1OCCNC[C@@H](C)O.CCCC#N.CCCC#N.CCCC#N.CCCC#N
- Energy: -69834.629 eV

Structure (ORCA input):
```
! wB97M-V def2-TZVPD RIJCOSX def2/J DEFGRID3
* xyz 0 1
C -2.452 -3.229 -5.478
C -2.981 -1.719 -5.348
O -2.396 -0.965 -4.250
B -2.584 -1.678 -2.987
O -3.830 -2.356 -2.756
C -1.338 -1.584 -1.941
C -0.454 -2.789 -1.464
C 0.747 -2.566 -0.493
C 1.148 -1.134 0.062
N 2.309 -1.084 0.914
C 2.522 0.280 1.274
C 3.825 0.573 2.202
O 3.489 1.181 3.469
C 4.027 0.408 4.585
C 1.656 1.516 0.883
P 2.085 3.290 1.481
O 1.177 4.322 0.415
O 3.734 3.660 1.078
N 0.510 1.399 0.038
C 0.258 0.051 -0.391
C -0.967 -0.163 -1.375
O -1.734 0.952 -1.801
C -2.807 1.323 -0.902
C -3.015 0.438 0.402
N -3.681 -0.900 0.143
C -3.404 -1.848 1.265
C -4.129 -3.275 1.133
C -5.192 -3.593 2.307
O -4.804 -3.498 -0.130
H -2.513 -3.589 -6.575
H -3.191 -3.888 -4.883
H -1.401 -3.399 -5.056
H -4.137 -1.646 -5.304
H -2.685 -1.153 -6.317
H -4.543 -1.684 -2.632
H -0.684 -3.845 -1.830
H 1.349 -3.508 -0.206
H 4.500 1.300 1.614
H 4.417 -0.410 2.288
H 4.278 1.147 5.438
H 3.245 -0.359 4.959
H 5.012 -0.127 4.337
H 1.634 4.294 -0.467
H 3.957 3.300 0.181
H -3.775 1.383 -1.540
H -2.616 2.410 -0.544
H -2.085 0.336 1.078
H -3.786 1.009 1.061
H -4.704 -0.713 0.206
H -3.652 -1.386 2.288
H -2.263 -2.039 1.254
H -3.317 -4.099 1.219
H -4.692 -3.965 3.271
H -5.914 -2.708 2.490
H -5.859 -4.462 1.932
H -4.745 -4.462 -0.345
C 3.563 7.187 2.084
C 4.843 6.787 1.365
C 6.035 7.679 1.716
C 5.860 9.056 1.242
N 5.720 10.138 0.874
H 3.229 8.184 1.787
H 2.763 6.482 1.840
H 3.702 7.180 3.169
H 4.668 6.796 0.285
H 5.087 5.756 1.640
H 6.937 7.261 1.258
H 6.199 7.677 2.798
C -5.517 4.993 -0.783
C -6.813 4.563 -1.459
C -7.776 3.846 -0.511
C -7.250 2.557 -0.053
N -6.835 1.547 0.310
H -4.941 4.130 -0.437
H -4.892 5.548 -1.487
H -5.717 5.640 0.075
H -6.579 3.923 -2.315
H -7.311 5.454 -1.853
H -8.724 3.676 -1.031
H -7.998 4.484 0.350
C 3.932 -5.550 4.079
C 3.900 -4.251 3.285
C 2.586 -3.483 3.440
C 1.449 -4.202 2.857
N 0.555 -4.769 2.404
H 3.179 -6.257 3.721
H 4.910 -6.028 3.980
H 3.752 -5.365 5.142
H 4.089 -4.468 2.229
H 4.719 -3.612 3.631
H 2.683 -2.513 2.942
H 2.395 -3.279 4.498
C 4.094 -4.513 -3.025
C 4.060 -3.218 -3.826
C 2.731 -2.472 -3.707
C 1.620 -3.212 -4.312
N 0.746 -3.795 -4.782
H 3.361 -5.234 -3.399
H 5.082 -4.976 -3.099
H 3.886 -4.327 -1.968
H 4.278 -3.437 -4.876
H 4.861 -2.564 -3.464
H 2.823 -1.502 -4.206
H 2.510 -2.266 -2.654
*
```

Atom charges from the Mulliken analysis, given in e for atoms 1 to 4: -0.58 -0.24 -0.52 0.48